Formula: C44H45BrN6O5S3SiTa
Source: OMol25
Level of theory: wB97M-V/def2-TZVPD

Its net charge is -1. The orbital gap is 6.810 eV.

```
106
C44H45BrN6O5S3SiTa (wB97M-V/def2-TZVPD)
Ta 0.24 0.67 -0.09
O -3.62 0.06 1.29
C -2.41 -0.04 1.22
N -1.50 0.99 1.02
C -1.82 2.27 1.56
C -2.81 2.50 2.50
C -2.94 3.76 3.07
C -2.08 4.78 2.68
C -1.08 4.55 1.75
C -0.95 3.28 1.18
N 0.04 2.86 0.27
C 0.83 3.78 -0.32
O 0.80 5.00 -0.22
C 1.86 3.17 -1.21
C 2.72 4.01 -1.90
C 3.65 3.46 -2.75
C 3.69 2.07 -2.87
C 2.81 1.31 -2.13
N 1.90 1.83 -1.30
C -1.72 -1.34 1.47
C -2.42 -2.46 1.88
C -1.69 -3.58 2.23
C -0.30 -3.52 2.17
C 0.30 -2.36 1.71
N -0.40 -1.29 1.34
H -3.49 1.71 2.79
H -3.71 3.94 3.80
H -2.17 5.77 3.12
H -0.42 5.34 1.45
H 2.59 5.07 -1.75
H 4.33 4.08 -3.31
H 4.40 1.58 -3.52
H 2.83 0.24 -2.22
H -3.50 -2.41 1.93
H -2.18 -4.49 2.55
H 0.31 -4.35 2.46
H 1.38 -2.28 1.63
S -0.83 -1.17 -1.61
C 0.46 -2.14 -2.25
C 0.21 -3.00 -3.32
C 1.22 -3.80 -3.85
C 0.92 -4.68 -4.95
N 0.69 -5.38 -5.83
C 2.51 -3.74 -3.31
C 2.76 -2.88 -2.24
C 1.75 -2.08 -1.71
S 2.11 -1.04 -0.35
C 3.58 -4.55 -3.83
N 4.45 -5.18 -4.25
H -0.78 -3.05 -3.76
H 3.76 -2.83 -1.82
C 4.10 -3.49 2.11
C 3.83 -2.49 3.21
C 5.14 -2.06 3.87
C 2.88 -3.07 4.26
O 3.18 -1.38 2.57
Si 3.07 0.19 2.99
S 1.68 1.30 1.87
O 4.54 0.93 2.93
C 5.37 1.46 1.90
C 6.76 1.54 2.51
C 4.89 2.85 1.49
C 5.37 0.53 0.69
O 2.67 0.19 4.58
C 2.25 1.22 5.48
C 0.73 1.36 5.38
C 2.94 2.54 5.18
C 2.65 0.73 6.87
H 4.57 -4.39 2.51
H 4.76 -3.06 1.35
H 3.17 -3.78 1.61
H 5.63 -2.94 4.31
H 4.96 -1.33 4.66
H 5.82 -1.62 3.14
H 3.34 -3.93 4.75
H 1.95 -3.39 3.79
H 2.64 -2.31 5.00
H 6.74 2.18 3.39
H 7.47 1.96 1.79
H 7.11 0.55 2.80
H 4.88 3.51 2.36
H 3.88 2.81 1.09
H 5.56 3.27 0.74
H 5.69 -0.47 0.97
H 6.05 0.91 -0.08
H 4.37 0.46 0.26
H 0.44 1.72 4.40
H 0.36 2.06 6.13
H 0.26 0.39 5.55
H 2.66 2.91 4.19
H 4.02 2.43 5.22
H 2.63 3.29 5.91
H 2.17 -0.23 7.08
H 2.35 1.45 7.63
H 3.73 0.60 6.91
Br -3.06 3.44 -5.64
C -2.15 2.68 -4.14
C -0.92 2.08 -4.33
C -0.27 1.53 -3.23
C -0.79 1.57 -1.93
C -2.04 2.19 -1.81
C -2.73 2.73 -2.89
H -0.48 2.03 -5.31
H 0.67 1.02 -3.43
H -2.53 2.26 -0.84
H -3.69 3.20 -2.75
```

These are the Mulliken partial charges, in e, on atoms 1 to 5: number 1, Ta, carries -0.6966; number 2, O, carries -0.6884; number 3, C, carries -0.2905; number 4, N, carries 1.8645; number 5, C, carries 0.4081


Formula: C44H45F6IrN3O6PS2Te
Source: OMol25
Level of theory: wB97M-V/def2-TZVPD

The orbital gap is 7.220 eV.

```
109
C44H45F6IrN3O6PS2Te (wB97M-V/def2-TZVPD)
Ir -0.84 -1.73 1.55
C 0.50 -2.10 -5.11
O -0.26 -3.25 -4.76
C -0.72 -3.34 -3.51
C -1.44 -4.51 -3.20
C -1.93 -4.67 -1.94
C -1.75 -3.70 -0.92
C -2.30 -3.97 0.37
C -3.13 -5.19 0.62
O -2.15 -3.24 1.39
C -1.01 -2.53 -1.24
O -0.72 -1.54 -0.42
C -0.51 -2.38 -2.54
H 0.78 -2.22 -6.16
H 1.41 -2.03 -4.50
H -0.08 -1.18 -5.00
H -1.58 -5.26 -3.97
H -2.46 -5.58 -1.71
H -3.92 -5.32 -0.11
H -3.55 -5.13 1.62
H -2.47 -6.06 0.58
H 0.08 -1.50 -2.74
O -0.34 -4.31 5.21
C -1.37 -3.77 5.86
C -1.70 -4.37 7.08
C -2.76 -3.90 7.83
C -3.53 -2.82 7.39
C -3.21 -2.23 6.19
C -2.14 -2.68 5.41
C -1.86 -2.02 4.13
O -0.78 -2.34 3.49
N -2.69 -1.11 3.66
N -2.11 -0.62 2.51
C -2.16 0.64 2.28
S -0.97 1.13 1.05
C -0.81 2.79 1.79
C -2.23 3.18 2.16
S -2.94 1.87 3.21
H -0.15 -3.84 4.37
H -1.10 -5.20 7.41
H -2.99 -4.37 8.77
H -4.35 -2.45 7.98
H -3.79 -1.39 5.82
H -0.36 3.44 1.05
H -0.18 2.70 2.67
H -2.86 3.35 1.29
H -2.22 4.10 2.75
F 0.95 -3.12 0.94
P 1.31 -4.74 1.31
F 2.84 -4.41 0.98
F 1.02 -5.10 -0.23
F 1.64 -6.25 1.67
F 1.53 -4.27 2.85
F -0.26 -4.96 1.65
C 3.50 2.52 -7.33
C 2.65 2.28 -6.12
C 1.36 2.79 -6.03
C 0.55 2.55 -4.93
C -0.84 3.14 -4.92
C 1.05 1.78 -3.87
Te -0.14 1.38 -2.17
N 0.25 0.07 1.58
C 1.46 0.70 1.76
O 1.62 1.84 1.33
C 2.52 0.01 2.55
C 3.61 0.81 2.92
C 4.64 0.27 3.68
C 4.59 -1.07 4.06
C 3.51 -1.86 3.69
C 2.48 -1.32 2.94
C -0.47 3.36 -1.48
C 0.63 4.14 -1.08
C 2.05 3.65 -1.20
C 0.39 5.39 -0.52
C -0.89 5.89 -0.34
C -1.12 7.24 0.28
C -1.96 5.10 -0.73
C -1.77 3.84 -1.31
C -3.02 3.10 -1.72
C 2.34 1.25 -3.94
C 2.96 0.43 -2.83
C 3.12 1.50 -5.07
H 3.10 3.33 -7.94
H 3.56 1.62 -7.95
H 4.52 2.78 -7.05
H 0.97 3.39 -6.85
H -1.09 3.55 -5.89
H -0.93 3.94 -4.18
H -1.58 2.38 -4.66
H 3.65 1.84 2.59
H 5.48 0.89 3.96
H 5.39 -1.49 4.65
H 3.46 -2.90 3.96
H 1.66 -1.95 2.66
H 2.15 2.67 -0.74
H 2.73 4.34 -0.70
H 2.35 3.57 -2.25
H 1.25 5.99 -0.22
H -0.18 7.79 0.40
H -1.58 7.15 1.27
H -1.79 7.84 -0.34
H -2.97 5.47 -0.61
H -3.70 2.97 -0.87
H -2.82 2.11 -2.12
H -3.57 3.66 -2.47
H 2.25 -0.26 -2.36
H 3.33 1.08 -2.03
H 3.80 -0.15 -3.21
H 4.12 1.09 -5.12
```

These are the Mulliken partial charges, in e, on atoms 1 to 5: number 1, Ir, carries 3.8144; number 2, C, carries -0.6805; number 3, O, carries -0.4943; number 4, C, carries 0.9384; number 5, C, carries -1.2323


The evaluated energy relative to the best compared isomer or geometry (same formula, charge and spin) for the records listed, in turn: 4.1; 0.0 kcal per mole.
The evaluated HOMO level for the records listed, in turn: -0.192; -0.292 Ha.
The evaluated energy for the records listed, in turn: -177527.1971; -120515.9993 eV.